The following is a quantum chemistry calculation of the molecule C5H3NO in a non-equilibrium geometry, from the OMol25 dataset.

```
10
Properties=species:S:1:pos:R:3
N -2.827 -0.056 0.149
C -1.653 0.103 -0.167
C -0.313 0.194 -0.047
C 0.594 1.184 0.010
C 1.778 0.582 -0.054
O 1.578 -0.868 0.080
C 0.303 -0.981 -0.054
H 0.246 2.200 0.047
H 2.793 0.636 0.286
H -0.129 -1.992 -0.142
```

The lowest unoccupied orbital energy comes out at 0.0257 hartree. Its charge is 0. The value obtained for the HOMO energy is -9.38 eV. Its energy relative to the best compared isomer or geometry (same formula, charge and spin) is 38.8 kcal per mole. Its SMILES is N#Cc1ccoc1. Its electronic energy is -322.2299 Ha.



The following is a quantum chemistry calculation of C41H44Cl2N6O6SSr as an isolated structure, from the OMol25 dataset.

```
101
Properties=species:S:1:pos:R:3
Sr 0.579 0.233 -0.904
N 2.298 2.463 -0.994
C 3.373 2.772 -0.033
C 3.057 2.166 1.322
C 1.779 2.732 1.949
C 1.033 1.682 2.757
N 0.674 0.552 1.884
H 2.614 2.672 -1.935
H 1.491 3.063 -0.838
H 3.537 3.853 0.058
H 4.297 2.336 -0.420
H 3.906 2.315 1.995
H 2.957 1.085 1.189
H 1.089 3.075 1.173
H 2.007 3.599 2.576
H 0.129 2.124 3.181
H 1.646 1.342 3.600
H -0.234 0.187 2.148
H 1.343 -0.207 2.037
O -0.325 -0.910 -4.916
C -1.600 -0.627 -4.374
C -1.945 -1.536 -3.223
C -3.181 -2.158 -3.136
C -3.451 -2.974 -2.050
C -2.468 -3.160 -1.094
C -1.262 -2.502 -1.260
N -1.000 -1.696 -2.291
H 0.314 -0.765 -4.207
H -2.323 -0.757 -5.179
H -1.669 0.411 -4.027
H -3.917 -2.000 -3.913
H -4.411 -3.464 -1.958
H -2.618 -3.800 -0.236
H -0.464 -2.624 -0.532
C 0.309 3.694 -4.488
C 1.565 3.709 -5.064
C 2.399 2.617 -4.875
C 1.947 1.551 -4.109
N 0.747 1.554 -3.515
C -0.055 2.599 -3.717
C 2.786 0.336 -3.909
C 3.738 -0.040 -4.850
C 4.482 -1.187 -4.630
C 4.250 -1.923 -3.482
C 3.271 -1.487 -2.603
N 2.552 -0.383 -2.806
H -0.381 4.517 -4.616
H 1.898 4.554 -5.652
H 3.390 2.605 -5.306
H -1.023 2.564 -3.234
H 3.871 0.535 -5.755
H 5.222 -1.503 -5.353
H 4.804 -2.827 -3.271
H 3.036 -2.028 -1.694
C -5.115 4.978 3.510
C -4.365 4.210 2.456
C -4.640 4.387 1.105
C -3.958 3.667 0.133
C -2.987 2.761 0.520
C -2.700 2.562 1.864
C -3.386 3.286 2.822
S -2.056 1.875 -0.689
O -0.733 2.529 -0.753
O -2.779 1.950 -1.942
O -1.893 0.511 -0.165
H -5.708 5.778 3.068
H -4.431 5.419 4.235
H -5.794 4.321 4.057
H -5.402 5.098 0.808
H -4.174 3.794 -0.919
H -1.946 1.838 2.146
H -3.163 3.135 3.872
Cl -1.800 -2.070 2.098
C -1.036 -1.758 3.629
C -1.602 -0.736 4.381
C -0.987 -0.271 5.526
C 0.220 -0.838 5.911
C 0.757 -1.873 5.178
Cl 2.261 -2.560 5.719
C 0.148 -2.400 4.018
N 0.775 -3.451 3.387
C 0.335 -4.281 2.335
C -0.852 -4.995 2.454
C -1.274 -5.825 1.429
C -0.494 -5.966 0.290
C 0.712 -5.288 0.196
C 1.153 -4.446 1.211
C 2.483 -3.742 1.121
C 2.323 -2.214 1.117
O 2.688 -1.573 2.110
O 1.805 -1.728 0.060
H -2.523 -0.292 4.024
H -1.428 0.531 6.101
H 0.747 -0.490 6.788
H 1.774 -3.444 3.532
H -1.444 -4.879 3.352
H -2.206 -6.368 1.524
H -0.817 -6.610 -0.518
H 1.331 -5.409 -0.686
H 2.983 -4.046 0.201
H 3.128 -4.014 1.960
```

The lowest unoccupied orbital energy comes out at -0.0058 hartree. Its charge is 0. The value obtained for the HOMO energy is -7.59 eV. Its energy relative to the best compared isomer or geometry (same formula, charge and spin) is 8.4 kcal per mole. Its electronic energy is -3718.2995 Ha.



The following is a quantum chemistry calculation of a 2-piece molecular cluster, H5N3S overall in a non-equilibrium geometry, from the OMol25 dataset.

```
9
Properties=species:S:1:pos:R:3
N -0.808 1.022 1.031
N 1.348 -1.038 -0.696
N -0.421 0.758 -0.233
S -0.344 -0.865 -0.741
H -1.282 0.287 1.554
H -0.080 1.500 1.548
H 1.634 -1.799 -0.095
H 1.762 -1.121 -1.613
H -1.594 1.257 -1.234
```

The lowest unoccupied orbital energy comes out at 0.0149 hartree. Its charge is 0. The value obtained for the HOMO energy is -8.82 eV. Its energy relative to the best compared isomer or geometry (same formula, charge and spin) is 58.8 kcal per mole. Its electronic energy is -565.2995 Ha.



The following is a quantum chemistry calculation of a 2-piece molecular cluster, C4H7NO overall, from the OMol25 dataset.

```
13
Properties=species:S:1:pos:R:3
O -1.412 -1.105 0.474
C -0.929 0.201 0.438
C 0.027 0.690 1.542
C 0.500 0.426 0.170
C 1.572 0.654 -0.742
N 1.536 -0.539 -0.337
H -0.653 -1.700 0.385
H -1.700 0.886 0.092
H 0.297 -0.025 2.316
H -0.058 1.724 1.868
H 2.211 1.296 -1.338
H -0.488 -1.380 -2.154
H -0.904 -1.128 -2.715
```

The lowest unoccupied orbital energy comes out at 0.0367 hartree. Its charge is 0. The value obtained for the HOMO energy is -9.60 eV. Its energy relative to the best compared isomer or geometry (same formula, charge and spin) is 118.8 kcal per mole. Its SMILES is O[C@H]1C[C@]12C=N2.[H][H]. Its electronic energy is -286.4423 Ha.



The following is a quantum chemistry calculation of the molecule C4H7NO2 in a non-equilibrium geometry, from the OMol25 dataset.

```
14
Properties=species:S:1:pos:R:3
C 0.138 -0.749 -1.546
C -0.373 0.333 -0.238
O -1.470 0.985 -0.630
C -0.528 -0.567 1.000
C 0.470 -0.302 1.897
O 1.251 0.655 1.449
N 0.717 1.194 0.256
H 0.367 -0.042 -2.302
H -0.898 -1.096 -1.910
H 1.022 -1.382 -1.254
H -1.825 1.740 -0.131
H -1.300 -1.298 1.063
H 0.849 -0.848 2.758
H 1.581 1.375 -0.412
```

The lowest unoccupied orbital energy comes out at 0.0317 hartree. Its charge is 0. The value obtained for the HOMO energy is -8.04 eV. Its energy relative to the best compared isomer or geometry (same formula, charge and spin) is 104.2 kcal per mole. Its SMILES is C[C@@]1(O)C=CON1. Its electronic energy is -361.7148 Ha.



The following is a quantum chemistry calculation of C22H13BCl60IN3O2P as an isolated structure in a non-equilibrium geometry, from the OMol25 dataset.

```
103
Properties=species:S:1:pos:R:3
C 1.194 -2.608 0.705
C 1.806 -2.640 1.761
C 2.466 -2.413 3.177
C 1.317 -1.941 4.207
C 1.772 -2.376 5.686
N 2.814 -1.354 5.999
C 2.232 -0.095 5.492
N 2.447 1.095 6.014
P 3.473 1.231 7.472
O 2.580 0.701 8.826
I 3.941 3.644 7.639
N 1.481 -0.474 4.363
B 0.421 0.453 3.835
C -1.139 0.437 4.197
O 0.860 1.484 2.957
H 0.664 -2.410 -0.255
H 3.263 -1.624 3.051
H 2.943 -3.396 3.457
H 0.363 -2.372 3.798
H 2.082 -3.466 5.728
H 0.842 -2.095 6.278
H 3.673 -1.601 5.488
H 2.041 1.944 5.603
H 3.159 0.009 9.208
H -1.290 0.156 5.278
H -1.663 -0.286 3.495
H -1.574 1.473 4.012
H 1.819 1.403 2.787
C 0.509 -6.664 6.634
Cl -0.901 -7.698 6.352
Cl 0.911 -5.795 5.136
Cl 0.140 -5.494 7.918
Cl 1.890 -7.663 7.119
C -1.277 -1.500 -2.704
Cl -0.797 -0.131 -1.679
Cl -2.631 -2.359 -1.944
Cl -1.774 -0.905 -4.301
Cl 0.099 -2.609 -2.885
C -3.145 3.288 6.718
Cl -4.439 2.500 7.638
Cl -2.839 4.900 7.387
Cl -1.665 2.309 6.829
Cl -3.632 3.435 5.019
C -1.292 3.132 -5.217
Cl -2.169 4.549 -4.605
Cl 0.361 3.605 -5.665
Cl -1.228 1.884 -3.955
Cl -2.133 2.489 -6.639
C -4.403 2.276 -10.391
Cl -6.149 2.583 -10.355
Cl -3.536 3.720 -9.830
Cl -4.019 0.906 -9.332
Cl -3.900 1.893 -12.049
C -1.324 -0.748 -14.510
Cl -1.047 0.132 -16.026
Cl -2.124 -2.292 -14.860
Cl 0.231 -1.054 -13.712
Cl -2.356 0.225 -13.440
C -5.712 4.540 10.882
Cl -4.122 5.326 10.875
Cl -5.519 2.819 11.279
Cl -6.748 5.313 12.095
Cl -6.461 4.702 9.281
C 0.026 8.320 -5.354
Cl 1.560 9.072 -4.873
Cl -0.751 9.305 -6.611
Cl 0.339 6.693 -5.987
Cl -1.046 8.209 -3.943
C -0.023 -0.049 -9.180
Cl -0.529 -1.515 -10.044
Cl -0.188 -0.307 -7.431
Cl 1.669 0.311 -9.563
Cl -1.046 1.310 -9.676
C -4.753 -1.063 10.518
Cl -3.335 -2.104 10.282
Cl -4.605 0.379 9.493
Cl -6.221 -1.954 10.077
Cl -4.848 -0.571 12.220
C -1.560 -4.989 -6.214
Cl -0.141 -6.037 -6.405
Cl -1.409 -3.588 -7.290
Cl -3.026 -5.898 -6.627
Cl -1.661 -4.432 -4.531
C 3.282 12.471 -7.139
Cl 1.876 11.419 -7.394
Cl 3.669 13.319 -8.648
Cl 2.911 13.656 -5.872
Cl 4.672 11.487 -6.640
C 5.276 -9.461 5.649
Cl 6.811 -8.728 6.151
Cl 4.499 -8.430 4.430
Cl 5.583 -11.066 4.963
Cl 4.203 -9.612 7.055
C 1.325 -8.402 1.334
Cl 2.876 -8.974 0.690
Cl 1.206 -6.643 1.115
Cl -0.003 -9.198 0.472
Cl 1.225 -8.788 3.063
C 4.258 2.285 -7.152
Cl 2.779 1.781 -6.310
Cl 4.517 1.256 -8.575
Cl 4.093 3.975 -7.667
Cl 5.645 2.133 -6.056
```

The lowest unoccupied orbital energy comes out at -0.1360 hartree. Its charge is +1. The value obtained for the HOMO energy is -11.91 eV. Its electronic energy is -29435.8182 Ha.



The following is a quantum chemistry calculation of a 2-piece molecular cluster, C4H14N2O overall in a non-equilibrium geometry, from the OMol25 dataset.

```
21
Properties=species:S:1:pos:R:3
C -0.942 -0.669 1.373
C -0.898 -0.116 -0.048
C 0.155 -0.840 -0.900
C 1.560 -0.684 -0.318
N 1.937 0.698 -0.038
N 1.718 1.544 -1.162
H -0.813 -1.747 1.327
H -1.921 -0.472 1.822
H -0.123 -0.233 1.943
H -1.873 -0.167 -0.518
H -0.612 0.939 0.000
H 0.154 -0.334 -1.875
H -0.096 -1.878 -1.073
H 1.654 -1.202 0.627
H 2.270 -1.169 -0.987
H 1.399 1.045 0.751
H 0.721 1.677 -1.401
H 2.200 1.179 -1.985
H 2.093 2.469 -0.942
O -4.063 0.000 2.125
H -4.519 -0.040 1.278
```

The lowest unoccupied orbital energy comes out at -0.0578 hartree. Its charge is 0. The value obtained for the HOMO energy is -4.70 eV. Its energy relative to the best compared isomer or geometry (same formula, charge and spin) is 154.6 kcal per mole. Its electronic energy is -345.3299 Ha.



The following is a quantum chemistry calculation of C36H53N3O5PSiY as an isolated structure in a non-equilibrium geometry, from the OMol25 dataset.

```
100
Properties=species:S:1:pos:R:3
Y -0.123 -0.467 0.176
C -4.769 0.706 3.016
N -3.567 1.189 2.333
C -3.151 2.565 2.601
C -2.852 0.394 1.573
O -1.794 0.739 0.995
C -3.304 -1.046 1.397
O -2.362 -1.630 0.524
C -2.417 -3.031 0.397
C -1.181 -3.432 -0.390
O -0.357 -2.546 -0.707
N -1.044 -4.702 -0.716
C -2.017 -5.713 -0.288
C 0.098 -5.165 -1.504
H -5.158 1.516 3.625
H -4.536 -0.128 3.677
H -5.541 0.418 2.303
H -3.966 3.237 2.340
H -2.281 2.804 2.000
H -2.916 2.663 3.661
H -4.317 -1.101 0.982
H -3.313 -1.550 2.371
H -3.326 -3.345 -0.126
H -2.406 -3.519 1.379
H -2.094 -5.752 0.798
H -1.666 -6.681 -0.633
H -2.997 -5.530 -0.728
H 0.636 -4.310 -1.899
H -0.269 -5.778 -2.324
H 0.766 -5.756 -0.878
C 2.630 -3.676 0.757
C 3.248 -2.299 0.542
C 4.743 -2.371 0.855
C 2.865 -1.732 -0.858
C 4.035 -1.405 -1.791
O 3.965 0.025 -1.951
C 2.894 0.476 -1.311
N 2.129 -0.407 -0.755
C 2.850 1.970 -1.397
C 4.099 2.599 -1.340
C 4.209 3.963 -1.532
C 3.083 4.712 -1.839
C 1.846 4.098 -1.900
C 1.705 2.734 -1.644
P 0.081 1.936 -1.718
C -1.079 3.192 -1.074
C -2.409 3.170 -1.501
C -3.314 4.120 -1.054
C -2.908 5.099 -0.156
C -1.605 5.098 0.316
C -0.696 4.150 -0.138
C -0.219 1.788 -3.499
C 0.308 0.640 -4.101
C 0.211 0.452 -5.470
C -0.424 1.409 -6.253
C -0.943 2.551 -5.664
C -0.838 2.746 -4.292
H 2.845 -4.046 1.759
H 3.052 -4.392 0.045
H 1.546 -3.669 0.627
H 2.828 -1.594 1.261
H 5.279 -3.043 0.183
H 4.871 -2.764 1.864
H 5.237 -1.397 0.830
H 2.188 -2.423 -1.363
H 3.959 -1.863 -2.776
H 5.011 -1.612 -1.373
H 4.988 2.016 -1.152
H 5.180 4.434 -1.468
H 3.171 5.773 -2.033
H 0.971 4.689 -2.138
H -2.734 2.435 -2.229
H -4.329 4.114 -1.429
H -3.605 5.861 0.170
H -1.283 5.852 1.023
H 0.325 4.198 0.218
H 0.819 -0.108 -3.499
H 0.632 -0.433 -5.928
H -0.505 1.267 -7.322
H -1.425 3.302 -6.275
H -1.234 3.652 -3.853
C 0.790 -1.745 5.297
Si 0.588 -0.585 3.845
C -0.821 0.588 4.271
C 2.152 0.428 3.628
C 0.281 -1.473 2.245
H 1.094 -1.224 6.208
H 1.543 -2.510 5.089
H -0.148 -2.263 5.515
H -0.678 1.012 5.267
H -1.782 0.060 4.284
H -0.898 1.419 3.566
H 2.399 1.010 4.518
H 2.071 1.139 2.798
H 3.011 -0.217 3.420
H 1.140 -2.143 2.149
H -0.585 -2.147 2.375
O -1.830 -0.475 -1.973
H -2.792 -0.473 -1.971
H -1.563 -0.740 -2.863
```

The lowest unoccupied orbital energy comes out at -0.1696 hartree. Its charge is +2. The value obtained for the HOMO energy is -12.81 eV. Its energy relative to the best compared isomer or geometry (same formula, charge and spin) is 2.4 kcal per mole. Its electronic energy is -2612.9444 Ha.